Formula: C42H51AsCl2CsI2N2O2P2
Source: the OMol25 dataset
Level of theory: the ωB97M-V functional and the def2-TZVPD basis

Computed properties:
energy above the lowest of the compared OMol25 structures with the same formula, charge and spin	33.5	kcal/mol
charge	-1
LUMO	1.74	eV
Kohn-Sham gap	4.53	eV
highest occupied orbital energy	-2.798	eV
calculated total energy	-172669.7808	eV

The geometry in XYZ format:
```
105
C42H51AsCl2CsI2N2O2P2 (the ωB97M-V functional and the def2-TZVPD basis)
Cs -0.0813 -0.1367 0.2105
N 1.1835 1.8856 1.7211
C -0.0301 2.1047 2.5339
C -0.8868 3.2574 2.0008
C -1.7423 2.9418 0.7687
N -0.9243 2.6905 -0.4272
H 1.6402 1.0097 1.9807
H 1.8533 2.6296 1.8982
H 0.2251 2.2977 3.5839
H -0.6302 1.1895 2.5177
H -0.2400 4.1211 1.7962
H -1.5706 3.5715 2.7953
H -2.4614 3.7546 0.6099
H -2.3221 2.0388 0.9725
H -0.5443 3.5649 -0.7726
H -1.4835 2.3073 -1.1874
I -0.4607 0.4409 -4.1245
C -1.8184 -1.1171 -3.6377
I -2.8593 -0.8147 -1.8251
H -1.2119 -2.0114 -3.5421
H -2.5233 -1.1790 -4.4563
C 3.5920 -2.7741 0.9819
P 2.8149 -1.3179 1.7681
C 4.3361 -0.3801 2.2165
C 2.4569 -2.0290 3.4435
C 1.2966 -3.0295 3.3842
P -0.2353 -2.1631 2.8138
C -1.2892 -3.5905 2.3494
C -0.9701 -1.7582 4.4475
H 4.3437 -3.2183 1.6417
H 4.0573 -2.4681 0.0444
H 2.8516 -3.5224 0.7013
H 5.0387 -0.9909 2.7921
H 4.0856 0.5051 2.8066
H 4.8316 -0.0444 1.3099
H 2.2032 -1.1944 4.1086
H 3.3675 -2.4897 3.8418
H 1.1385 -3.5280 4.3464
H 1.5269 -3.8146 2.6567
H -1.3253 -4.3511 3.1351
H -0.9087 -4.0469 1.4335
H -2.3014 -3.2392 2.1475
H -0.9880 -2.6325 5.1052
H -1.9875 -1.4007 4.3006
H -0.4046 -0.9629 4.9386
C 3.1310 3.7389 -5.8362
C 3.2597 4.6442 -4.7938
C 3.0209 4.2491 -3.4814
C 2.6537 2.9405 -3.2023
C 2.5217 2.0341 -4.2545
C 2.7611 2.4273 -5.5632
As 2.2256 2.2303 -1.4079
C 3.0608 3.6709 -0.3819
C 2.4604 4.8507 0.0320
C 3.1853 5.7724 0.7788
C 4.5084 5.5071 1.1117
C 5.1123 4.3281 0.6978
C 4.3918 3.4048 -0.0518
C 4.9123 2.1084 -0.5554
C 6.2188 1.6523 -0.4281
C 6.5671 0.4137 -0.9541
C 5.6116 -0.3802 -1.5779
C 4.3011 0.0702 -1.7034
C 3.9641 1.3267 -1.2175
H 3.3142 4.0508 -6.8564
H 3.5499 5.6678 -4.9978
H 3.1404 4.9693 -2.6797
H 2.2276 1.0062 -4.0567
H 2.6532 1.7086 -6.3657
H 1.4272 5.0625 -0.2158
H 2.7156 6.6920 1.1046
H 5.0715 6.2222 1.6978
H 6.1437 4.1311 0.9633
H 6.9700 2.2551 0.0674
H 7.5848 0.0566 -0.8599
H 5.8737 -1.3606 -1.9571
H 3.5614 -0.5698 -2.1698
Cl -6.1440 2.1272 6.5383
C -5.3523 1.4577 5.1275
C -3.9743 1.5289 5.0296
C -3.3600 0.9865 3.9082
C -4.1057 0.3969 2.8940
C -5.4889 0.3545 3.0154
C -6.1208 0.8733 4.1356
C -3.4248 -0.1599 1.6440
O -4.1507 -0.3015 0.6449
O -2.1797 -0.3647 1.7318
H -3.3980 1.9956 5.8169
H -2.2839 1.0176 3.8108
H -6.0609 -0.0864 2.2099
H -7.1964 0.8351 4.2424
Cl 4.3404 -7.0123 -3.2859
C 3.4148 -5.6070 -2.7683
C 3.7276 -4.3424 -3.2467
C 3.0073 -3.2369 -2.8407
C 1.9230 -3.3173 -1.9083
C 1.2488 -2.1993 -1.4296
C 1.6285 -4.6496 -1.4720
C 2.3504 -5.7478 -1.8853
H 4.5416 -4.2246 -3.9530
H 3.2668 -2.2700 -3.2663
H 1.5474 -1.2043 -1.7394
H 0.4348 -2.2760 -0.7262
H 0.8030 -4.7976 -0.7816
H 2.0870 -6.7334 -1.5185
```

Atomic partial charges in e from the Mulliken method, atoms 1 to 4: 2.0829, -0.0909, 0.7726, -0.8693

Formula: C42H51BBr2Cl2CrN7O2S3
Source: the OMol25 dataset
Level of theory: the ωB97M-V functional and the def2-TZVPD basis

Computed properties:
energy above the lowest of the compared OMol25 structures with the same formula, charge and spin	24.8	kcal/mol
2S+1	4
charge	+2
LUMO (alpha / beta)	-7.20 / -7.47	eV
<S²>	3.8329
Kohn-Sham gap (alpha / beta)	4.70 / 4.43	eV
highest occupied orbital energy (alpha / beta)	-11.897 / -11.897	eV
calculated total energy	-285631.6690	eV

The geometry in XYZ format:
```
111
C42H51BBr2Cl2CrN7O2S3 (the ωB97M-V functional and the def2-TZVPD basis)
Cr -0.6026 -0.2314 -0.5955
C 1.9027 2.3785 3.2652
C 2.3693 1.1964 2.4763
C 3.6842 0.8726 2.3125
C 4.0916 -0.2171 1.4820
N 3.2125 -1.0113 0.9486
N 1.9200 -0.7349 1.1851
B 0.9200 -1.7158 0.7182
N 1.2995 -2.6777 -0.3765
N 2.1363 -3.5474 0.2317
C 2.6268 -4.5286 -0.4650
C 2.3000 -4.6691 -1.8440
C 1.4240 -3.8266 -2.4518
C 1.0154 -3.9645 -3.8805
C 0.8541 -2.7832 -1.6436
S -0.3681 -1.8175 -2.3306
C 3.5372 -5.5172 0.2361
C 3.7191 -5.1391 1.7027
C 4.9022 -5.5248 -0.4655
C 2.8923 -6.9081 0.1385
N 0.1246 -2.3338 1.8655
N 0.8709 -2.6699 2.9263
C 0.2622 -3.2022 3.9567
C -1.1378 -3.4413 3.9265
C -1.8994 -3.0781 2.8520
C -3.3766 -3.2642 2.7796
C -1.1980 -2.4456 1.7921
S -1.9855 -1.8358 0.3857
C 1.0983 -3.5796 5.1671
C 1.1607 -5.1129 5.2400
C 0.4232 -3.0284 6.4306
C 2.5134 -3.0092 5.0593
C 1.4512 0.3639 1.7854
S -0.2298 0.6643 1.5923
C 5.5570 -0.4993 1.2092
C 5.7141 -1.6664 0.2330
C 6.2015 0.7606 0.6158
C 6.2344 -0.8521 2.5431
H 2.4879 2.4749 4.1792
H 0.8501 2.2968 3.5288
H 2.0298 3.2942 2.6842
H 4.4452 1.4750 2.7948
H 2.7488 -5.4770 -2.4089
H 1.6560 -4.6802 -4.3922
H 1.0664 -3.0041 -4.3995
H -0.0204 -4.3084 -3.9502
H 4.1307 -4.1335 1.8079
H 4.4029 -5.8470 2.1729
H 2.7710 -5.1668 2.2377
H 5.3643 -4.5336 -0.4503
H 4.8306 -5.8541 -1.5035
H 5.5694 -6.2180 0.0488
H 1.8824 -6.9076 0.5554
H 3.4889 -7.6260 0.7024
H 2.8402 -7.2653 -0.8918
H -1.6095 -3.9067 4.7830
H -3.7277 -3.8766 3.6070
H -3.6642 -3.7421 1.8415
H -3.8830 -2.2968 2.8226
H 0.1693 -5.5563 5.3567
H 1.7583 -5.4120 6.1022
H 1.6223 -5.5334 4.3467
H -0.5380 -3.5043 6.6344
H 0.2704 -1.9491 6.3621
H 1.0638 -3.2210 7.2918
H 3.0124 -3.3323 4.1464
H 3.0983 -3.3535 5.9136
H 2.5039 -1.9161 5.0743
H 5.1721 -1.4900 -0.6970
H 5.3439 -2.5975 0.6692
H 6.7711 -1.7934 -0.0047
H 5.7162 1.0511 -0.3187
H 7.2521 0.5622 0.4017
H 6.1648 1.6081 1.3032
H 5.7994 -1.7552 2.9780
H 6.1556 -0.0432 3.2734
H 7.2960 -1.0354 2.3741
Br -0.7243 4.0726 0.0508
C -2.5302 3.6672 0.5541
Br -3.1252 1.8848 0.0709
H -3.1840 4.3539 0.0354
H -2.6199 3.7528 1.6272
Cl 0.9606 -0.4860 -6.9762
C -0.6033 -1.1174 -6.5440
C -1.1023 -2.1836 -7.2727
C -2.2624 -2.8219 -6.8630
C -2.9046 -2.4048 -5.7049
C -2.4083 -1.3191 -5.0136
Cl -3.1707 -0.8257 -3.5213
C -1.2841 -0.6082 -5.4196
N -0.8514 0.4421 -4.6319
C -0.3059 1.6703 -5.0822
C -0.8190 2.3150 -6.2022
C -0.2885 3.5258 -6.6100
C 0.7439 4.1097 -5.8876
C 1.2533 3.4639 -4.7721
C 0.7400 2.2386 -4.3573
C 1.4370 1.4670 -3.2687
C 0.6696 1.0464 -2.0555
O 1.2147 0.3283 -1.1442
O -0.5694 1.2542 -1.8391
H -0.5569 -2.5206 -8.1446
H -2.6520 -3.6556 -7.4310
H -3.7896 -2.9065 -5.3385
H -1.3234 0.5203 -3.7553
H -1.6316 1.8545 -6.7520
H -0.6860 4.0173 -7.4882
H 1.1582 5.0601 -6.1968
H 2.0753 3.9091 -4.2219
H 2.3088 2.0193 -2.9087
H 1.8319 0.5219 -3.6671
```

Atomic partial charges in e from the Mulliken method, atoms 1 to 4: -0.4715, -1.7143, -0.6860, -0.2669